Formula: CH4N2
Source: the Open Molecules 2025 dataset
Level of theory: ωB97M-V with the def2-TZVPD basis set

Its gap between HOMO and LUMO (spin up / spin down) is 4.47 / 6.72 eV. The energy comes out at -4078.9626 eV. For the HOMO energy (spin up / spin down), the calculation gives 0.977 / -1.336 eV. Its expectation value of S² is 0.754. The value obtained for the relative energy (zero: lowest compared OMol25 entry of this formula, charge and spin) is 129.5 kJ/mol.

The geometry in ORCA input format:
```
! RIJCOSX wB97M-V def2-TZVPD def2/J DEFGRID3
* xyz -1 2
C 0.5442 0.1856 0.0118
H -1.4570 -0.0695 -0.7170
H -0.4785 -1.3025 -1.1660
H 0.0341 0.6465 1.8576
H 1.5721 -0.1078 -0.1149
N -0.4629 -0.3622 -0.8549
N 0.2480 1.0100 0.9835
*
```


Formula: CH4N2
Source: the Open Molecules 2025 dataset
Level of theory: ωB97M-V with the def2-TZVPD basis set

Its gap between HOMO and LUMO is 10.30 eV. The energy comes out at -4079.5622 eV. For the HOMO energy, the calculation gives -9.205 eV. The value obtained for the relative energy (zero: lowest compared OMol25 entry of this formula, charge and spin) is 320.3 kJ/mol.

The geometry in ORCA input format:
```
! RIJCOSX wB97M-V def2-TZVPD def2/J DEFGRID3
* xyz 0 1
C -0.3988 0.4322 0.8401
H -0.5754 0.8653 1.8818
N -0.0903 0.8339 -0.3274
N 0.1543 -0.2589 -1.1428
H -0.3632 -0.6312 0.9857
H 1.1688 -0.1153 -1.6850
H 0.1046 -1.1261 -0.5524
*
```


Formula: CH4N2O
Source: the Open Molecules 2025 dataset
Level of theory: ωB97M-V with the def2-TZVPD basis set

Its gap between HOMO and LUMO (spin up / spin down) is 9.78 / 9.78 eV. The energy comes out at -6125.9659 eV. For the HOMO energy (spin up / spin down), the calculation gives -9.313 / -9.316 eV. The value obtained for the relative energy (zero: lowest compared OMol25 entry of this formula, charge and spin) is 438.2 kJ/mol.

The geometry in ORCA input format:
```
! RIJCOSX wB97M-V def2-TZVPD def2/J DEFGRID3
* xyz 0 1
H -1.0220 -0.6175 0.9197
H -0.9384 -1.7094 -0.5305
H 1.0805 1.7846 -0.5561
H -0.0634 1.4512 0.7086
C -0.4047 -0.9635 0.0693
O 0.8930 -1.2569 0.3487
N 0.1591 0.0725 -0.7373
N 0.2959 1.2391 -0.2225
*
```


Formula: CH4N2O
Source: the Open Molecules 2025 dataset
Level of theory: ωB97M-V with the def2-TZVPD basis set

Its gap between HOMO and LUMO is 10.45 eV. The energy comes out at -6129.9221 eV. For the HOMO energy, the calculation gives -9.658 eV. The value obtained for the relative energy (zero: lowest compared OMol25 entry of this formula, charge and spin) is 56.5 kJ/mol.

The geometry in ORCA input format:
```
! RIJCOSX wB97M-V def2-TZVPD def2/J DEFGRID3
* xyz 0 1
O 0.0985 -0.7900 1.9491
C 0.1218 -0.2617 0.8672
N 1.1173 -0.2624 -0.0009
H 1.2430 -0.0392 -0.9498
N -1.1159 0.1705 0.3403
H 1.9663 -0.7860 0.3233
H -1.8532 0.0116 1.0747
H -1.2174 -0.1496 -0.6036
*
```


Formula: CH4N2O
Source: the Open Molecules 2025 dataset
Level of theory: ωB97M-V with the def2-TZVPD basis set

Its gap between HOMO and LUMO is 13.10 eV. The energy comes out at -6127.0843 eV. For the HOMO energy, the calculation gives -12.025 eV. The value obtained for the relative energy (zero: lowest compared OMol25 entry of this formula, charge and spin) is 330.3 kJ/mol.

The geometry in ORCA input format:
```
! RIJCOSX wB97M-V def2-TZVPD def2/J DEFGRID3
* xyz 0 1
N -2.7769 0.5253 -2.3495
H 0.0127 -0.1544 1.0524
H -0.3999 -0.6959 -0.5923
N -2.4181 -0.3396 -2.9798
C 0.0935 0.0359 -0.0658
O -2.0161 -1.2275 -3.5646
H -0.1061 0.9678 -0.4221
H 1.2473 0.0773 -0.3509
*
```


Formula: CH4N2O
Source: the Open Molecules 2025 dataset
Level of theory: ωB97M-V with the def2-TZVPD basis set

Its gap between HOMO and LUMO is 10.99 eV. The energy comes out at -6128.0637 eV. For the HOMO energy, the calculation gives -10.148 eV. The value obtained for the relative energy (zero: lowest compared OMol25 entry of this formula, charge and spin) is 235.8 kJ/mol.

The geometry in ORCA input format:
```
! RIJCOSX wB97M-V def2-TZVPD def2/J DEFGRID3
* xyz 0 1
H 0.7767 1.5684 0.4084
H 1.3122 -0.9913 0.8257
O -1.2850 -0.7047 0.0013
N 0.4309 0.6179 -0.1429
N 1.4685 -0.3378 0.0318
H 1.3798 -0.9579 -0.7416
H -1.4010 1.4316 0.0484
C -0.8472 0.4377 0.0377
*
```


Formula: CH4N2O
Source: the Open Molecules 2025 dataset
Level of theory: ωB97M-V with the def2-TZVPD basis set

Its gap between HOMO and LUMO is 10.80 eV. The energy comes out at -6130.3999 eV. For the HOMO energy, the calculation gives -10.029 eV. The value obtained for the relative energy (zero: lowest compared OMol25 entry of this formula, charge and spin) is 10.4 kJ/mol.

The geometry in ORCA input format:
```
! RIJCOSX wB97M-V def2-TZVPD def2/J DEFGRID3
* xyz 0 1
H 2.0252 -0.1763 0.0263
H -1.8861 0.7164 0.1257
C 0.1389 0.5305 -0.0658
N 1.0464 -0.4677 -0.0586
N -1.1471 0.0543 -0.0622
H 0.8179 -1.4390 0.1067
O 0.4517 1.7137 -0.0299
H -1.4469 -0.9320 -0.0422
*
```


Formula: CH4N2O
Source: the Open Molecules 2025 dataset
Level of theory: ωB97M-V with the def2-TZVPD basis set

Its gap between HOMO and LUMO is 7.79 eV. The energy comes out at -6126.6764 eV. For the HOMO energy, the calculation gives -7.140 eV. The value obtained for the relative energy (zero: lowest compared OMol25 entry of this formula, charge and spin) is 369.7 kJ/mol.

The geometry in ORCA input format:
```
! RIJCOSX wB97M-V def2-TZVPD def2/J DEFGRID3
* xyz 0 1
H -0.8889 0.1622 1.3562
H 0.6904 -0.0341 -1.0902
H -1.6193 1.8653 0.0562
N 1.0323 -1.5164 0.2639
C -0.4771 0.3490 0.3824
H 1.6846 -1.8472 -0.4411
N 0.4390 -0.4231 -0.1664
O -0.8610 1.4444 -0.3611
*
```


Formula: CH4N2O2
Source: the Open Molecules 2025 dataset
Level of theory: ωB97M-V with the def2-TZVPD basis set

Its gap between HOMO and LUMO is 10.20 eV. The energy comes out at -8174.6763 eV. For the HOMO energy, the calculation gives -9.470 eV. The value obtained for the relative energy (zero: lowest compared OMol25 entry of this formula, charge and spin) is 193.9 kJ/mol.

The geometry in ORCA input format:
```
! RIJCOSX wB97M-V def2-TZVPD def2/J DEFGRID3
* xyz 0 1
H -0.1630 2.0402 0.1848
N 0.3251 1.0660 0.1962
H -1.6445 -0.0243 -0.9331
O 0.2186 0.4682 1.4479
N -1.2736 -0.9290 -0.8552
C -0.2343 -1.5016 -0.8024
H 1.2621 1.3228 0.1605
H 0.8489 -0.2281 1.2965
O 0.6606 -2.2142 -0.6951
*
```


Formula: CH4N2O2
Source: the Open Molecules 2025 dataset
Level of theory: ωB97M-V with the def2-TZVPD basis set

Its gap between HOMO and LUMO is 10.06 eV. The energy comes out at -8174.0588 eV. For the HOMO energy, the calculation gives -9.378 eV. The value obtained for the relative energy (zero: lowest compared OMol25 entry of this formula, charge and spin) is 253.4 kJ/mol.

The geometry in ORCA input format:
```
! RIJCOSX wB97M-V def2-TZVPD def2/J DEFGRID3
* xyz 0 1
H 0.2712 -1.6344 0.5915
N -0.2036 0.1187 -0.1910
O -1.2850 1.0245 0.2061
O 2.0157 -0.0987 0.2142
N -0.4452 -1.2213 0.1143
H 0.9357 1.6306 0.3228
H -0.7584 -1.7812 -0.7822
C 1.0669 0.6385 0.2007
H -1.5973 1.3233 -0.6764
*
```


Formula: CH4N2O2PS2
Source: the Open Molecules 2025 dataset
Level of theory: ωB97M-V with the def2-TZVPD basis set

Its gap between HOMO and LUMO is 7.59 eV. The energy comes out at -39139.9145 eV. For the HOMO energy, the calculation gives -4.233 eV. The value obtained for the relative energy (zero: lowest compared OMol25 entry of this formula, charge and spin) is 127.9 kJ/mol.

The geometry in ORCA input format:
```
! RIJCOSX wB97M-V def2-TZVPD def2/J DEFGRID3
* xyz -1 1
S -0.8830 -0.3433 -1.7977
C 0.1179 -1.7905 -1.6811
N -1.0434 1.6687 0.7309
O -0.2012 -0.4908 1.7259
S 0.2458 -2.9708 -2.8722
N 0.9961 -1.7255 -0.6530
P 0.1527 0.5261 0.7366
O 1.4855 0.9793 0.4973
H 1.2507 -0.8126 -0.1744
H -1.1792 2.2261 -0.0719
H -1.7647 0.9599 0.7530
H 1.5522 -2.6418 -0.4072
*
```


Formula: CH4N2O2S
Source: the Open Molecules 2025 dataset
Level of theory: ωB97M-V with the def2-TZVPD basis set

Its gap between HOMO and LUMO (spin up / spin down) is 10.21 / 3.81 eV. The energy comes out at -19007.6890 eV. For the HOMO energy (spin up / spin down), the calculation gives -9.691 / -6.754 eV. The value obtained for the relative energy (zero: lowest compared OMol25 entry of this formula, charge and spin) is 408.6 kJ/mol.

The geometry in ORCA input format:
```
! RIJCOSX wB97M-V def2-TZVPD def2/J DEFGRID3
* xyz 0 1
S 2.2567 1.3762 -0.0833
C -0.0882 -0.5995 0.6023
H 2.6532 2.4643 0.5513
N -2.1997 0.2521 -0.5521
O -1.1503 -0.0050 0.8406
H -0.3767 -0.9913 -1.3325
O -3.1201 0.8695 -0.2095
H 1.1650 -1.5060 -0.6951
N 0.2341 -1.1568 -0.5444
H 0.6260 -0.7037 1.4227
*
```